(1)
The following is a quantum chemistry calculation of a cluster of 13 separate species, H26O13 in total at a distorted geometry, from the OMol25 dataset.

Positions of all 39 atoms, in Å:
1 H -0.6390 -0.0946 0.9580
2 H 0.7585 -0.2093 1.5442
3 H 1.5853 4.1379 2.2865
4 H 1.6275 3.8458 0.7956
5 H -4.9192 -0.8098 -0.3857
6 H -4.5089 -2.1442 0.2154
7 H -0.5971 -4.6109 -1.3082
8 H 0.5849 -4.2054 -2.1734
9 H -0.5309 2.6960 0.5727
10 H -0.1162 4.0940 0.1439
11 H 5.4587 -2.8415 0.2864
12 H 4.4629 -1.7154 0.0622
13 H 0.9319 0.0446 -2.9223
14 H -0.1294 1.0845 -3.2421
15 H -2.7904 -1.9363 0.6945
16 H -1.9663 -2.2436 -0.5451
17 H 1.7347 -1.7271 -1.0397
18 H 2.0285 -0.2466 -1.2189
19 H 3.2076 3.2942 -0.7562
20 H 3.4483 2.7371 -2.1496
21 H -4.0209 1.3721 -2.5145
22 H -3.0744 0.7463 -1.5033
23 H -4.2835 0.9717 2.9385
24 H -5.7567 0.7049 2.6770
25 H 3.1817 -1.8049 3.9633
26 H 4.5308 -1.1876 3.6333
27 O 0.2880 -0.1665 0.7041
28 O 1.7064 4.5658 1.4314
29 O -5.0997 -1.3960 0.3578
30 O -0.0595 -3.8488 -1.5516
31 O -0.6207 3.3271 -0.1502
32 O 5.1720 -2.2009 -0.3742
33 O 0.7235 0.9784 -2.8058
34 O -1.8803 -2.0005 0.3836
35 O 1.5763 -0.9877 -1.6375
36 O 2.7981 2.7501 -1.4383
37 O -3.9469 0.6353 -1.8975
38 O -4.8755 0.3802 2.4603
39 O 4.0098 -1.9884 3.5056

Total charge   0
LUMO   -0.1 eV
E   -27038.455 eV
Kohn-Sham gap   9.91 eV



(2)
The following is a quantum chemistry calculation of a cluster of 13 separate species, H26O13 in total at a distorted geometry, from the OMol25 dataset.

Positions of all 39 atoms, in Å:
1 H 0.1658 0.4080 0.7433
2 H -0.8309 -0.7121 0.5533
3 H -1.9620 -4.2622 -1.8966
4 H -0.6133 -4.4016 -2.7474
5 H 1.4051 -2.5405 3.5127
6 H 2.6726 -2.6115 2.5403
7 H 0.4766 -1.8598 -0.0341
8 H 1.7322 -1.2769 -0.6789
9 H -3.4212 0.1339 -0.1566
10 H -4.4764 -0.6363 -1.0131
11 H -1.2956 -0.4494 -2.1510
12 H -0.3455 0.7496 -2.0887
13 H -3.1761 1.4192 3.4091
14 H -3.1118 2.9107 3.7251
15 H -0.4640 3.5234 1.0371
16 H -1.2731 3.2523 -0.1339
17 H 2.8668 0.1465 1.3860
18 H 2.8044 0.6934 2.7411
19 H -3.8299 2.5934 -1.0420
20 H -2.5088 2.1195 -1.6241
21 H 1.6170 -2.3671 -2.8849
22 H 1.7487 -0.7806 -3.0681
23 H 1.2237 0.4937 -1.2059
24 H 2.5808 0.1285 -0.8232
25 H 4.6988 0.5500 0.4872
26 H 4.3949 2.0463 0.9809
27 O -0.6549 0.0011 1.1683
28 O -0.9572 -4.4548 -1.8336
29 O 1.8614 -2.1516 2.7015
30 O 1.3696 -1.5515 0.1482
31 O -4.2396 -0.3789 -0.1740
32 O -1.2741 0.4932 -2.3404
33 O -3.4074 2.3504 3.0054
34 O -0.5554 3.8467 0.1021
35 O 2.2109 0.5739 2.0046
36 O -3.3918 1.8234 -1.4252
37 O 2.1307 -1.6035 -3.3145
38 O 1.7772 0.6492 -0.4663
39 O 4.0519 1.1318 0.8562

Total charge   0
LUMO   -0.5 eV
E   -27035.260 eV
Kohn-Sham gap   8.83 eV



(3)
The following is a quantum chemistry calculation of a cluster of 13 separate species, H26O13 in total at a distorted geometry, from the OMol25 dataset.

Positions of all 39 atoms, in Å:
1 O 32.8465 -19.6715 9.7314
2 H 33.6266 -19.1349 9.5082
3 H 32.4378 -19.8925 8.8860
4 O 37.2547 -20.5192 10.3885
5 H 37.6857 -20.4204 9.5299
6 H 37.9477 -20.8702 10.9580
7 O 37.0204 -17.3209 4.7673
8 H 37.0699 -16.3610 4.8633
9 H 37.2671 -17.6779 5.6296
10 O 38.1993 -19.6143 3.8468
11 H 37.2939 -19.7907 4.1672
12 H 38.2806 -18.6578 3.9043
13 O 34.9770 -18.0351 8.9649
14 H 35.9475 -17.9591 8.9590
15 H 34.6654 -17.2393 8.5195
16 O 38.0603 -23.3249 6.8032
17 H 38.0022 -23.0359 5.8835
18 H 37.2639 -22.9787 7.2213
19 O 34.9410 -21.6432 9.2031
20 H 35.6047 -21.2276 9.7805
21 H 34.1320 -21.1071 9.2747
22 O 37.7709 -17.2295 8.6030
23 H 37.6947 -16.9220 9.5194
24 H 37.5900 -16.4444 8.0718
25 O 39.9697 -21.7785 9.7781
26 H 40.9154 -21.8164 9.9539
27 H 39.8705 -21.1058 9.0853
28 O 35.4668 -20.2025 4.6669
29 H 34.7157 -19.6126 4.7823
30 H 35.9246 -20.1953 5.5338
31 O 39.5772 -19.4301 8.1983
32 H 39.2440 -18.5051 8.1893
33 H 40.5027 -19.3525 7.9344
34 O 39.8772 -21.5221 5.3789
35 H 39.3178 -20.8729 4.9114
36 H 39.3310 -21.8986 6.0866
37 O 36.9717 -20.3210 7.0558
38 H 37.7474 -19.9761 7.5264
39 H 36.4005 -20.6541 7.7668

Total charge   0
LUMO   -1.0 eV
E   -27040.594 eV
Kohn-Sham gap   9.35 eV



(4)
The following is a quantum chemistry calculation of a structure of composition H28NeO14 at a distorted geometry, from the OMol25 dataset.

Positions of all 43 atoms, in Å:
1 Ne 6.4150 -13.9844 -12.8506
2 O 6.8734 -12.1371 -15.3849
3 H 6.3812 -12.9481 -15.5119
4 H 7.1320 -11.8725 -16.2677
5 O 7.3841 -16.7083 -10.0225
6 H 6.7284 -16.0119 -10.0596
7 H 7.7880 -16.6120 -9.1601
8 O 10.1844 -16.1691 -11.4497
9 H 10.2938 -16.9666 -11.9677
10 H 9.2366 -16.0493 -11.3910
11 O 4.7263 -10.3338 -13.7653
12 H 5.0740 -10.6589 -14.5958
13 H 4.2682 -9.5258 -13.9968
14 O 9.1178 -13.6887 -14.4834
15 H 9.7087 -13.7442 -15.2344
16 H 8.4500 -13.0567 -14.7497
17 O 6.4291 -10.5453 -10.9109
18 H 5.8997 -10.5722 -11.7079
19 H 5.8893 -10.9784 -10.2496
20 O 4.1294 -16.4582 -13.9656
21 H 4.8669 -16.9895 -13.6656
22 H 3.5604 -17.0753 -14.4257
23 O 5.2998 -14.6193 -10.1719
24 H 4.6037 -14.7048 -10.8233
25 H 4.8420 -14.4129 -9.3570
26 O 2.7785 -15.1055 -12.0449
27 H 3.0070 -14.2535 -12.4165
28 H 3.3440 -15.7268 -12.5036
29 O 8.2946 -10.4527 -13.5194
30 H 8.0317 -9.5700 -13.2588
31 H 7.5441 -10.7926 -14.0069
32 O 6.1571 -18.2850 -13.4546
33 H 6.3339 -18.9114 -14.1565
34 H 6.8185 -17.6026 -13.5697
35 O 2.9800 -12.6081 -13.5530
36 H 3.5181 -11.8270 -13.4242
37 H 2.6868 -12.5503 -14.4624
38 O 5.5528 -14.5180 -16.0599
39 H 5.0250 -14.9728 -15.4035
40 H 5.0578 -14.6128 -16.8736
41 O 8.0409 -16.3268 -14.8240
42 H 8.8722 -16.7995 -14.7828
43 H 8.2790 -15.4100 -14.6861

Total charge   0
LUMO   -0.2 eV
E   -32629.719 eV
Kohn-Sham gap   10.33 eV



(5)
The following is a quantum chemistry calculation of a structure of composition H28O14 at a distorted geometry, from the OMol25 dataset.

Positions of all 42 atoms, in Å:
1 O -2.3436 1.5990 -0.7009
2 H -2.8798 0.9471 -0.2495
3 H -1.6406 1.8007 -0.0835
4 O -1.4782 -2.0126 -0.7153
5 H -1.5594 -1.3805 -1.4295
6 H -1.0469 -2.7693 -1.1124
7 O -1.7354 -0.9171 -2.5671
8 H -1.0236 -0.2779 -2.5966
9 H -1.9523 -1.0773 -3.4855
10 O 0.4437 1.1018 2.3778
11 H 1.2671 1.3837 1.9793
12 H 0.4304 1.5334 3.2320
13 O 0.1587 -2.8559 0.8152
14 H 0.8600 -2.3273 1.1959
15 H -0.2149 -2.3014 0.1302
16 O 1.6127 -1.4745 1.6068
17 H 1.3185 -1.2428 2.4877
18 H 1.7751 -0.6337 1.1792
19 O 2.2135 0.5206 0.1094
20 H 3.0643 0.7429 0.4875
21 H 1.7381 1.3509 0.0834
22 O 1.9041 0.7419 -2.1233
23 H 1.6640 0.1950 -2.8712
24 H 1.7580 0.1826 -1.3603
25 O -2.4759 -0.9306 0.6752
26 H -2.1120 -1.3353 -0.1123
27 H -1.7243 -0.5212 1.1038
28 O -0.1600 -0.1150 -0.3685
29 H -0.9924 0.3229 -0.5465
30 H 0.2469 0.4132 0.3183
31 O -0.9119 -0.4167 1.9785
32 H -1.7451 -0.2497 2.4192
33 H -0.3310 0.2759 2.2930
34 O -0.3651 2.4510 0.7678
35 H -0.1199 2.0955 1.6220
36 H 0.4302 2.3779 0.2401
37 O 1.0185 -1.6933 -1.2030
38 H 0.4762 -1.0454 -0.7531
39 H 1.1304 -1.3410 -2.0860
40 O 1.0755 2.1278 -0.5603
41 H 0.3652 2.4930 -1.0879
42 H 1.8613 2.2617 -1.0901

Total charge   0
LUMO   -1.0 eV
E   -29101.945 eV
Kohn-Sham gap   6.48 eV



(6)
The following is a quantum chemistry calculation of a cluster of 14 separate species, H28O14 in total at a distorted geometry, from the OMol25 dataset.

Positions of all 42 atoms, in Å:
1 O -16.9430 -8.5660 7.1330
2 H -16.7670 -8.3540 8.0370
3 H -17.5790 -9.2180 7.1080
4 O -15.0200 -7.6150 12.6150
5 H -15.3020 -6.7300 12.4360
6 H -15.5050 -8.2170 12.0800
7 O -12.9410 -10.5020 11.5580
8 H -12.4180 -11.2500 11.7900
9 H -13.2160 -10.1370 12.3910
10 O -16.6810 -11.8640 9.4610
11 H -16.1080 -11.1460 9.7360
12 H -16.2830 -12.6170 9.8420
13 O -14.6910 -9.9770 9.3680
14 H -15.1790 -9.1940 9.6320
15 H -14.1730 -10.0950 10.1750
16 O -13.8060 -7.9450 7.4480
17 H -14.3290 -7.1990 7.7070
18 H -13.8840 -8.7390 7.9410
19 O -15.9570 -10.0870 11.7910
20 H -15.4770 -10.3980 12.5510
21 H -16.8930 -10.2940 11.9590
22 O -13.5670 -12.4560 9.2060
23 H -14.0400 -11.6490 9.1640
24 H -13.0480 -12.2910 8.3600
25 O -16.2320 -7.7060 9.6180
26 H -17.0560 -7.6880 10.1080
27 H -15.8100 -6.8560 9.6990
28 O -12.8780 -7.5660 10.9070
29 H -13.3930 -7.7960 11.6900
30 H -13.4030 -7.0420 10.3070
31 O -13.8890 -12.9020 12.2810
32 H -12.9710 -13.1170 12.2940
33 H -13.8540 -12.1030 11.7560
34 O -11.4970 -9.6140 9.2800
35 H -10.6840 -9.6080 9.7300
36 H -12.1360 -9.5340 10.0260
37 O -15.7070 -11.3590 7.0560
38 H -16.3200 -11.5540 7.7990
39 H -15.5120 -10.4150 7.0950
40 O -11.4150 -12.5710 10.6910
41 H -12.2760 -12.4050 10.2690
42 H -10.7610 -12.3270 10.0230

Total charge   0
LUMO   -0.9 eV
E   -29119.327 eV
Kohn-Sham gap   9.10 eV



(7)
The following is a quantum chemistry calculation of a cluster of 14 separate species, H28O14 in total, from the OMol25 dataset.

Positions of all 42 atoms, in Å:
1 H 0.2432 0.0703 0.6827
2 H -1.1195 0.7156 0.8742
3 H -3.6176 -2.3631 -2.3668
4 H -2.4189 -2.7316 -1.5081
5 H -0.0934 -3.4593 -1.3740
6 H 0.9704 -2.7433 -2.1899
7 H 4.5665 0.2166 -2.2591
8 H 4.0206 1.3339 -1.3853
9 H -0.7404 -2.2820 0.6965
10 H -1.5513 -3.5415 0.9538
11 H 1.5790 -1.2164 -2.1152
12 H 1.7421 0.0506 -2.9387
13 H -5.0788 1.4914 -0.7016
14 H -5.9352 1.4518 -1.9567
15 H 3.1517 2.3546 0.9563
16 H 1.9604 3.2646 0.7055
17 H 3.1817 -2.4732 0.7530
18 H 3.0806 -2.7859 -0.7309
19 H -4.2620 -0.5545 1.6189
20 H -5.4090 -0.7150 0.6348
21 H -1.6038 -0.5647 3.7458
22 H -0.7586 -1.1364 2.6193
23 H -1.3582 4.6752 1.9432
24 H -1.3504 4.4251 0.4440
25 H -0.0074 4.5771 -1.2003
26 H 1.1552 4.6241 -0.2226
27 H 5.1981 -1.2468 2.0356
28 H 4.0044 -1.5620 2.9220
29 O -0.7005 -0.1226 0.6487
30 O -2.6861 -2.1548 -2.2326
31 O 0.6014 -2.7953 -1.3010
32 O 4.4006 1.1660 -2.2551
33 O -0.8118 -3.0297 1.3005
34 O 1.3819 -0.8424 -2.9814
35 O -5.2578 1.9764 -1.5151
36 O 2.8603 3.2685 1.0508
37 O 2.8848 -2.0987 -0.0840
38 O -4.4555 -0.8300 0.7158
39 O -1.1693 -1.3755 3.4579
40 O -1.5629 4.0026 1.2839
41 O 0.7127 4.0410 -0.8496
42 O 4.2529 -1.0808 2.1247

Total charge   0
LUMO   0.0 eV
E   -29118.400 eV
Kohn-Sham gap   10.41 eV



(8)
The following is a quantum chemistry calculation of a structure of composition H29O14 at a distorted geometry, from the OMol25 dataset.

Positions of all 43 atoms, in Å:
1 O 2.2420 -1.8405 -1.0807
2 H -0.7441 -0.3561 2.4322
3 O -1.1920 -2.1432 -0.1946
4 H 4.0660 0.2999 -3.1444
5 H -1.6226 -1.6249 -0.8985
6 O 2.1522 0.7093 1.5630
7 H -1.0698 2.3396 4.2902
8 H 1.7711 1.0435 2.3909
9 O 3.2114 0.0135 -2.8393
10 H -4.0538 0.3817 2.0258
11 H 2.6142 0.7681 -2.7893
12 O -3.3655 0.5021 -3.6878
13 H -3.1032 0.7998 -4.5327
14 H -3.7931 1.2607 -3.2737
15 O 4.4314 -1.1897 0.3583
16 H -2.0143 4.2191 1.6477
17 H -0.7019 2.6129 2.6387
18 O 0.2031 -3.6859 -1.6256
19 H 0.2942 -3.2070 -2.4550
20 H -0.3783 -2.5648 -0.6160
21 O -1.1849 -1.1193 2.7798
22 H -1.2342 -0.9910 3.7340
23 H -1.4077 3.5739 0.4437
24 O -3.2324 0.0611 1.5999
25 H 2.7787 -1.5786 -0.3280
26 H 2.6153 -1.3465 -1.8312
27 O -0.9233 2.9622 -1.7101
28 H -0.3288 0.9931 -1.1827
29 H 3.0479 1.0617 1.5928
30 O -0.6202 2.7306 3.5702
31 H 5.0652 -0.4689 0.2730
32 H 1.0153 -1.8549 0.4927
33 O 0.5707 -1.1218 0.9746
34 H -3.3155 -0.8855 1.7622
35 H 1.2833 -0.4112 0.9570
36 O -0.8715 0.2576 -0.8755
37 H -0.5287 -1.2988 0.3326
38 H -1.5925 0.5401 -0.2906
39 O -1.5495 3.4284 1.3846
40 H -1.3322 2.1911 -2.1377
41 H 4.1565 -1.1291 1.2783
42 H -1.2726 3.7154 -2.2027
43 H 0.3647 -4.5872 -1.9038

Total charge   +1
LUMO   -2.7 eV
E   -29128.579 eV
Kohn-Sham gap   10.46 eV